Record 1
DFT (ωB97M-V/def2-TZVPD) results for C5H12Cl2O4PdSSe2 as an isolated structure.

Spin multiplicity: 3
Total charge: 0
Total energy: -183620.302 eV
Relative energy (zero: lowest compared OMol25 entry of this formula, charge and spin): 22.6 kJ/mol
E_HOMO (spin up / spin down): -8.3 / -9.0 eV

The geometry in XYZ format:
```
27
Properties=species:S:1:pos:R:3:lowdin_spin:R:1
Cl 2.67440 -1.62770 1.66153 0.02
C 1.52275 2.21435 1.16636 0.01
Cl 2.11801 -2.59844 -1.04528 0.04
O -0.38978 -1.41490 2.11207 0.25
C 0.11673 2.24355 -1.45500 0.01
Se 1.53105 1.25811 -0.52912 0.08
H -1.97556 2.68354 -1.40466 0.00
H 4.05183 -2.91091 0.25186 0.00
H -3.13207 0.51665 -2.02679 0.00
Pd 0.30915 -0.73027 0.17680 1.12
H 0.54059 3.22510 -1.66856 0.00
H 0.61433 1.98777 1.71645 0.00
C -1.20061 2.35031 -0.71246 0.02
C -2.39395 -0.11260 -1.53377 0.01
Se -1.89850 0.70947 0.15657 0.21
H 0.00992 1.71334 -2.40130 0.00
H 2.38996 1.86058 1.71769 0.00
H -1.13403 3.09085 0.08453 0.00
O -1.78315 -3.44799 2.16433 0.04
O -2.62488 -1.39537 1.16394 0.00
C 2.99172 -2.89917 0.47021 0.00
H 2.63893 -3.83810 0.87877 0.00
H -2.81691 -1.07836 -1.27501 0.00
S -1.46418 -2.26472 1.42724 0.00
H -1.51931 -0.24574 -2.16537 0.00
O -0.79437 -2.57036 0.09255 0.17
H 1.61793 3.28102 0.97641 0.00
```

***

Record 2
DFT (ωB97M-V/def2-TZVPD) results for an isolated ion of composition C5H12IN2 and charge +1.

Total charge: +1
Total energy: -16450.908 eV
Relative energy (zero: lowest compared OMol25 entry of this formula, charge and spin): 313.7 kJ/mol
E_HOMO: -13.5 eV

The geometry in XYZ format:
```
20
Properties=species:S:1:pos:R:3:lowdin_charge:R:1
H 0.81718 2.61832 0.11866 0.06
H -1.86147 -1.08753 1.15857 0.20
C -2.34555 0.59362 -0.08247 -0.61
C 1.27879 -0.74887 0.28347 -0.22
H 2.16392 -1.70102 -1.28353 0.07
C 1.47810 1.86642 -0.18738 -0.03
H 2.33153 1.78821 0.55085 0.11
C 0.03774 0.08406 0.70032 -0.19
C 1.40835 -1.88782 -0.57054 -0.06
N 0.77280 0.56525 -0.33721 -0.06
H -2.36764 0.97145 -1.14019 0.07
H -2.10314 1.43657 0.57834 0.06
H 1.88675 2.14451 -1.17479 0.10
N -1.45377 -0.54505 0.23617 -0.04
H -0.23406 0.54794 1.63462 0.16
H 0.50215 -1.89244 -1.20122 0.08
H 1.94322 -0.58068 1.11922 0.14
H 1.77252 -2.88932 -0.05453 0.15
I -4.48627 0.05334 0.19972 0.78
H -1.54114 -1.33696 -0.54807 0.20
```

***

Record 3
DFT (ωB97M-V/def2-TZVPD) results for a 2-piece molecular cluster, C5H12IN3 overall.

Total charge: 0
Total energy: -17946.641 eV
Relative energy (zero: lowest compared OMol25 entry of this formula, charge and spin): 0.0 kJ/mol
E_HOMO: -8.0 eV

The geometry in XYZ format:
```
21
Properties=species:S:1:pos:R:3:lowdin_charge:R:1
H -1.81579 2.49327 0.82477 0.10
H 2.87916 1.07645 -0.83073 0.05
N -1.43529 0.12202 -0.52916 -0.03
H -1.82187 -0.06775 -1.47757 0.12
C 0.85596 0.70821 -0.56191 -0.33
I -2.43979 -4.12241 2.31088 0.38
H -0.15088 2.63187 1.39971 0.04
N -0.54630 -0.93801 -0.09019 -0.04
C -0.51394 1.28835 -0.43667 -0.34
N 0.82071 -0.66099 -0.39723 -0.16
H -0.99592 1.23239 1.60288 0.06
C -0.78686 2.02151 0.87878 -0.04
H -0.70201 -0.67250 0.98661 0.15
H -0.66349 1.99680 -1.23377 0.13
H -2.77156 -3.38119 3.65758 -0.38
H 1.78161 2.55753 -0.73132 0.05
H 0.77808 -2.60985 -1.01438 0.09
H 1.75675 -1.70376 -2.07225 0.05
C 1.45518 -1.73327 -1.06270 -0.07
C 1.89068 1.50378 -0.77776 0.05
H 2.42555 -1.74245 -0.44557 0.11
```

***

Record 4
DFT (ωB97M-V/def2-TZVPD) results for C5H12N in the gas phase.

Spin multiplicity: 2
Total charge: 0
Total energy: -6864.627 eV
Relative energy (zero: lowest compared OMol25 entry of this formula, charge and spin): 302.8 kJ/mol
E_HOMO (spin up / spin down): -3.6 / -7.1 eV

The geometry in XYZ format:
```
18
Properties=species:S:1:pos:R:3:lowdin_spin:R:1
H -1.40224 -1.00530 2.13929 0.00
C -1.05854 0.84913 -1.04629 0.04
C -0.33541 0.94741 0.27761 0.08
H 0.04300 -0.56837 2.93209 0.02
H 2.52845 0.14417 0.17209 0.05
H 0.35058 0.36034 -2.74225 0.01
N -0.18889 -0.00855 -2.00357 0.02
H -0.75530 -0.81818 -2.36088 0.01
H 0.49802 -0.54940 -1.40771 0.05
H 1.88084 -1.54767 0.49834 0.03
H -1.12760 1.26260 1.01911 0.01
H 0.00652 -2.06896 2.00760 0.00
C 0.41491 -0.14730 0.79857 0.33
H -1.26862 1.88820 -1.42709 0.02
H 0.32639 1.79946 0.07138 0.02
C -0.31058 -0.99640 1.98109 0.04
H -2.01645 0.29405 -1.02057 0.00
C 1.66607 -0.50803 0.34628 0.26
```

***

Record 5
DFT (ωB97M-V/def2-TZVPD) results for a 3-piece molecular cluster, C5H12N overall.

Total charge: +1
Total energy: -6849.972 eV
Relative energy (zero: lowest compared OMol25 entry of this formula, charge and spin): 1310.9 kJ/mol
E_HOMO: -11.3 eV

The geometry in XYZ format:
```
18
Properties=species:S:1:pos:R:3:lowdin_charge:R:1
H -3.56511 -0.32089 0.12979 0.14
C -1.70898 1.02835 0.54420 -0.16
H 3.23462 1.05604 -0.86598 0.00
H -2.02371 -0.24578 -1.18604 0.09
H -1.74909 -6.05862 2.23429 0.23
C -2.40469 -0.12230 -0.12724 -0.15
H 4.44873 1.86494 -0.11089 -0.01
H -0.17340 -1.53986 -1.68274 0.06
H -1.73832 2.11085 0.14177 0.16
H -2.07951 -1.19844 0.27524 0.11
C 0.63828 -1.22760 -1.13661 0.10
H 0.71629 1.01289 0.93704 0.14
N 3.47711 1.90167 -0.34177 -0.02
C 0.26977 -0.55436 -0.08580 -0.05
H 3.00647 2.58395 0.33736 0.05
H 1.72516 -1.95132 -1.08533 0.21
H -1.90938 1.09567 1.56301 0.08
C -0.16427 0.56481 0.45968 0.02
```

***

Record 6
DFT (ωB97M-V/def2-TZVPD) results for a 2-piece molecular cluster, C5H12N overall.

Total charge: +1
Total energy: -6856.734 eV
Relative energy (zero: lowest compared OMol25 entry of this formula, charge and spin): 658.4 kJ/mol
E_HOMO: -13.4 eV

The geometry in XYZ format:
```
18
Properties=species:S:1:pos:R:3:lowdin_charge:R:1
H -0.46502 1.94635 -1.32205 0.15
H 4.03389 0.18023 1.08833 0.03
H -1.24246 0.33771 1.11607 0.12
N 3.76161 1.02446 0.61619 0.06
H -1.15321 -2.19150 0.93184 0.10
H 4.44955 1.74023 0.48174 0.03
H -0.11908 -1.34998 -0.19319 0.07
C -1.68970 0.53202 0.11756 -0.13
H -3.06062 -1.15960 0.04152 0.15
H -2.26441 -0.69465 -1.50785 0.12
C -2.16141 -0.76528 -0.44443 -0.21
H -1.14264 -2.71858 -0.75061 0.11
C -1.13186 -1.83342 -0.10183 -0.05
H 1.57092 0.67961 -0.38775 0.14
H 2.82333 1.28371 0.83868 -0.04
C -0.43653 1.04618 -0.72805 -0.04
H -2.26887 1.44856 0.26890 0.15
C 0.49650 0.49396 -0.06510 0.23
```

***

Record 7
DFT (ωB97M-V/def2-TZVPD) results for an isolated ion of composition C5H12N and charge +1.

Total charge: +1
Total energy: -6861.061 eV
Relative energy (zero: lowest compared OMol25 entry of this formula, charge and spin): 241.0 kJ/mol
E_HOMO: -14.4 eV

The geometry in XYZ format:
```
18
Properties=species:S:1:pos:R:3:lowdin_charge:R:1
H -3.13466 0.74479 -0.59518 0.19
H 1.42374 0.99073 -1.57340 0.06
H -1.75433 -0.34007 1.90062 0.18
H 0.45976 -1.36017 1.55152 0.12
H 0.43307 -2.07919 -0.06286 0.15
H 2.72611 -0.97756 0.35682 0.12
H -0.35956 0.63280 -0.92124 0.17
C 0.48320 -1.09280 0.48495 -0.18
C 2.03918 0.10421 -1.28090 -0.15
H 2.00974 0.49208 0.80826 0.14
H -2.50556 1.85255 0.39679 0.14
C 1.81184 -0.40523 0.11677 -0.30
N -2.80786 0.91472 0.38063 0.19
C -0.55243 -0.06264 0.07657 -0.09
H 2.01486 -0.71127 -2.09151 0.12
H -3.56673 0.63860 1.05065 0.19
H 2.96356 0.64547 -1.36271 0.07
C -1.68393 0.01299 0.76422 -0.12
```

***

Record 8
DFT (ωB97M-V/def2-TZVPD) results for an isolated ion of composition C5H12N2 and charge -1.

Spin multiplicity: 2
Total charge: -1
Total energy: -8356.933 eV
Relative energy (zero: lowest compared OMol25 entry of this formula, charge and spin): 132.7 kJ/mol
E_HOMO (spin up / spin down): 1.4 / -4.0 eV

The geometry in XYZ format:
```
19
Properties=species:S:1:pos:R:3:lowdin_spin:R:1
C 0.06775 -0.64709 0.08722 0.06
H -0.40517 1.34265 0.62996 0.03
C -0.98126 -0.35780 -2.26256 0.02
H -0.80339 0.70908 -2.37580 0.00
H 2.01771 0.04684 1.75564 0.05
H 0.17977 1.41933 3.51536 0.08
H -0.32454 -1.69604 -3.57764 0.00
H -1.72786 -1.66008 -0.55548 0.01
H -1.87835 -0.03017 -0.33805 0.01
H 0.63040 -1.74770 -2.23136 0.00
H 1.96138 1.39648 3.47999 0.09
H -1.82973 -0.67345 -2.86788 0.01
C -1.16433 -0.74734 -0.78182 0.03
C 0.23433 0.48753 0.82148 0.10
C 1.06739 1.55945 2.87951 0.41
H 0.97961 2.58454 2.50044 0.04
N 1.23078 0.66791 1.73688 0.03
N 0.15701 -1.13739 -2.88311 0.01
H 0.58849 -1.51676 0.46724 0.01
```

***

Record 9
DFT (ωB97M-V/def2-TZVPD) results for a 2-piece molecular cluster, C5H12N2 overall.

Total charge: 0
Total energy: -8355.089 eV
Relative energy (zero: lowest compared OMol25 entry of this formula, charge and spin): 487.0 kJ/mol
E_HOMO: -7.1 eV

The geometry in XYZ format:
```
19
Properties=species:S:1:pos:R:3:lowdin_charge:R:1
C -1.22740 0.25005 -1.39137 -0.04
H -0.36204 0.97945 -1.71311 0.10
H -2.18766 0.63725 -1.70357 0.07
C 1.74368 -1.10483 0.03309 -0.10
H -0.05505 3.16011 0.91352 0.09
C -1.25693 -1.09625 0.83714 -0.09
C -1.00660 0.22115 0.11234 -0.41
H -1.29415 -1.03227 1.97152 0.08
C 2.50351 -0.08296 -0.45355 -0.05
H 3.19363 -0.14292 -1.38656 0.08
H -0.42348 -1.92021 0.50920 0.10
H 1.26951 -1.04306 0.95024 0.00
H 2.21640 0.97479 -0.22824 0.04
N -0.25850 2.32238 0.19896 -0.05
H 1.89888 -2.10876 -0.26537 0.04
N -0.58856 1.25029 0.78661 -0.19
H -1.28157 -0.80654 -1.63242 0.06
H -0.66440 1.12674 1.90409 0.22
H -2.21927 -1.58440 0.55748 0.07
```

***

Record 10
DFT (ωB97M-V/def2-TZVPD) results for C5H12N2 as an isolated structure.

Total charge: 0
Total energy: -8351.294 eV
Relative energy (zero: lowest compared OMol25 entry of this formula, charge and spin): 853.1 kJ/mol
E_HOMO: -7.6 eV

The geometry in XYZ format:
```
19
Properties=species:S:1:pos:R:3:lowdin_charge:R:1
C 0.45549 -1.38491 0.61304 -0.29
H -0.55961 3.33190 0.70916 0.06
H -2.67748 0.70261 -1.70755 0.08
N 0.73065 -2.64997 -0.30866 -0.04
H -2.91931 0.87156 0.12215 0.08
C 1.79114 -2.69110 0.46152 -0.15
C 1.17016 -0.11913 0.10761 -0.13
C -1.33282 2.20979 -0.70357 -0.39
H 2.78770 -2.38745 0.10957 0.09
H 1.22410 0.71029 0.80935 0.06
H -0.60724 -1.13509 0.52041 0.10
H 0.82863 0.26310 -0.85286 0.06
H 2.21442 -0.36768 -0.08083 0.05
H -1.20445 0.89090 -0.81969 0.08
H 0.55107 -1.53073 1.69997 0.11
C -2.36253 1.13032 -0.76660 0.00
H 1.81676 -3.20722 1.44046 0.09
N -0.43850 2.46157 0.19983 0.03
H -1.46818 2.90124 -1.55331 0.11
```

***

Record 11
DFT (ωB97M-V/def2-TZVPD) results for C5H12N2 in the gas phase.

Total charge: 0
Total energy: -8358.265 eV
Relative energy (zero: lowest compared OMol25 entry of this formula, charge and spin): 180.5 kJ/mol
E_HOMO: -7.6 eV

The geometry in XYZ format:
```
19
Properties=species:S:1:pos:R:3:lowdin_charge:R:1
H -3.34001 1.25575 0.62077 0.07
C 0.23348 0.00711 0.38150 -0.12
C -3.52544 0.23624 0.29710 -0.10
N -2.21755 -0.43717 0.40180 -0.10
H 3.16465 0.40106 -1.35450 0.10
N 2.96089 -1.14227 0.14408 -0.01
H -4.08138 0.12493 -0.62775 0.07
H 0.58152 -0.77024 1.05133 0.09
C -1.05471 0.28876 0.19090 -0.19
H -4.17907 -0.25645 1.02280 0.08
H 1.85839 -0.84219 -1.52914 0.11
C 1.32771 0.76801 -0.35372 -0.23
H 0.95064 1.22522 -1.27264 0.10
H -1.32804 1.22999 -0.29715 0.12
H -2.19916 -1.05242 1.18947 0.11
C 2.41597 -0.21022 -0.83511 -0.30
H 1.65976 1.66594 0.18356 0.10
H 3.13762 -0.72305 1.03251 0.06
H 3.63470 -1.76900 -0.24581 0.06
```

***

Record 12
DFT (ωB97M-V/def2-TZVPD) results for C5H12N2 in the gas phase.

Total charge: 0
Total energy: -8358.617 eV
Relative energy (zero: lowest compared OMol25 entry of this formula, charge and spin): 146.6 kJ/mol
E_HOMO: -7.9 eV

The geometry in XYZ format:
```
19
Properties=species:S:1:pos:R:3:lowdin_charge:R:1
H -0.61143 0.41515 -2.02732 0.10
C 0.50143 -1.58968 -0.05676 -0.30
H -0.87885 -3.07900 -0.32532 0.06
H 0.42049 -3.21265 -1.34900 0.06
H 1.35403 -0.94367 -1.81132 0.10
H 0.55897 1.57730 -1.52589 0.11
H -0.21324 -1.20816 0.67772 0.10
C -0.23697 1.76434 1.00592 -0.24
C -0.81159 1.12850 -0.03057 -0.14
N -0.20855 -2.57341 -0.88511 -0.01
H -0.70233 2.81363 2.70357 0.08
N -0.75314 1.89006 2.29463 0.04
C 1.04556 -0.43042 -0.89458 -0.21
H 1.28869 -2.09420 0.50852 0.10
H -1.66742 1.48584 2.44292 0.08
H 1.96408 -0.06500 -0.42630 0.10
H -1.87689 1.32779 -0.06817 0.10
H 0.78480 2.12970 0.95679 0.11
C 0.04234 0.66389 -1.18973 -0.23
```

***

Q: Which F_max values were calculated for the entries above? A: 1.12 5.25 4.49 4.12 6.82 5.18 3.49 2.24 5.59 4.29 1.59 1.62, in eV Å⁻¹.